1.
A 2-piece molecular cluster, C4H10OS2 overall, computed with ωB97M-V/def2-TZVPD.

Positions of all 17 atoms, in Å:
C1 1.973 1.044 -1.090
C2 0.944 2.076 -0.844
S1 -0.039 1.854 0.705
C3 -0.858 0.267 0.355
C4 0.203 -0.865 0.026
S2 1.056 -0.505 -1.530
H1 2.591 0.845 -0.194
H2 2.658 1.185 -1.948
H3 0.157 2.174 -1.616
H4 1.473 3.046 -0.777
H5 -1.415 -0.057 1.255
H6 -1.597 0.465 -0.445
H7 0.874 -1.034 0.890
H8 -0.391 -1.787 -0.124
O1 -2.648 -2.744 1.427
H9 -3.182 -2.782 2.252
H10 -1.799 -3.182 1.660

Atomic forces in eV per Å
C 0.0106 -2.1793 -0.1457
C -0.7850 1.7791 0.2337
S 0.5160 0.0219 0.0815
C 0.6673 -0.5648 0.0309
C -1.6100 0.7427 0.1518
S 0.7071 -0.4238 0.2239
H -0.3086 0.1850 -0.4072
H -0.5350 0.3340 0.3671
H 0.8236 -0.2181 -0.0347
H -0.6137 -0.1366 0.3227
H 0.2748 0.4506 -0.3254
H 0.5241 -0.5844 0.1964
H -0.1850 0.2807 -0.5372
H 0.4777 0.2978 -0.1661
O 0.3768 -0.4244 1.0630
H 0.5928 0.0178 -0.8677
H -0.9336 0.4216 -0.1872

**HOMO**: -8.43 eV
**Relative energy (zero: lowest compared OMol25 entry of this formula, charge and spin)**: 15.68 kcal/mol

=====

2.
A 9-piece molecular cluster, C22H59Cl6O22P5 overall, computed with ωB97M-V/def2-TZVPD.

Positions of all 114 atoms, in Å:
C1 -1.961 -12.014 8.993
Cl1 -0.999 -12.968 10.169
Cl2 -2.382 -10.407 9.683
H1 -1.424 -11.925 8.049
H2 -2.860 -12.575 8.738
C2 -3.139 -16.906 7.358
Cl3 -2.128 -18.324 7.705
Cl4 -2.545 -15.499 8.290
H3 -3.107 -16.654 6.298
H4 -4.187 -17.067 7.611
C3 -3.740 -21.612 7.336
Cl5 -5.118 -22.305 8.124
Cl6 -2.235 -22.244 7.990
H5 -3.801 -21.856 6.276
H6 -3.755 -20.529 7.459
C4 -0.250 -19.307 4.801
O1 -0.145 -18.481 3.629
P1 -1.508 -17.655 3.215
O2 -2.139 -16.835 4.282
O3 -1.090 -16.822 1.889
C5 -2.082 -16.145 1.083
O4 -2.376 -18.916 2.676
C6 -1.882 -19.613 1.569
H7 0.133 -20.320 4.677
H8 -1.275 -19.445 5.146
H9 0.315 -18.852 5.614
H10 -1.993 -15.063 1.180
H11 -3.071 -16.432 1.441
H12 -2.043 -16.404 0.025
H13 -1.947 -20.658 1.871
H14 -0.894 -19.450 1.139
H15 -2.548 -19.371 0.740
C7 -8.383 -19.784 6.750
O5 -8.019 -19.127 5.530
P2 -6.508 -18.900 5.081
O6 -5.746 -18.228 6.153
O7 -6.030 -20.429 4.667
C8 -6.474 -21.000 3.428
O8 -6.666 -18.062 3.709
C9 -5.555 -17.303 3.202
H16 -7.557 -20.239 7.296
H17 -9.038 -20.569 6.371
H18 -8.801 -19.111 7.498
H19 -7.147 -20.313 2.915
H20 -7.053 -21.909 3.592
H21 -5.627 -21.164 2.762
H22 -5.813 -16.305 2.848
H23 -5.060 -17.744 2.336
H24 -4.772 -17.145 3.944
C10 1.517 -22.179 6.662
O9 1.492 -20.820 7.006
P3 2.599 -20.290 8.120
O10 3.988 -20.822 8.043
O11 1.909 -20.606 9.553
C11 0.605 -20.100 9.711
O12 2.446 -18.655 7.993
C12 3.280 -17.876 8.867
H25 1.100 -22.457 5.694
H26 0.809 -22.656 7.339
H27 2.400 -22.776 6.891
H28 0.051 -19.716 8.854
H29 0.599 -19.306 10.458
H30 0.052 -20.967 10.073
H31 4.093 -18.398 9.372
H32 2.641 -17.328 9.559
H33 3.735 -17.042 8.332
C13 -10.483 -18.926 10.669
O13 -9.494 -18.096 10.150
P4 -7.985 -18.180 10.731
O14 -7.837 -18.129 12.193
O15 -7.214 -16.877 10.110
C14 -7.113 -16.673 8.708
O16 -7.253 -19.434 9.993
C15 -5.916 -19.706 10.385
H34 -10.652 -19.802 10.042
H35 -11.447 -18.419 10.693
H36 -10.323 -19.334 11.668
H37 -7.136 -15.587 8.615
H38 -7.941 -17.103 8.145
H39 -6.207 -17.107 8.284
H40 -5.799 -20.747 10.689
H41 -5.545 -19.157 11.251
H42 -5.193 -19.479 9.601
C16 -5.249 -14.534 5.587
O17 -5.544 -13.312 4.854
P5 -5.238 -11.895 5.603
O18 -4.104 -11.900 6.589
O19 -5.077 -10.854 4.356
C17 -6.160 -10.465 3.530
O20 -6.702 -11.482 6.200
C18 -6.878 -10.825 7.436
H43 -6.072 -15.230 5.745
H44 -4.870 -14.367 6.595
H45 -4.487 -15.078 5.029
H46 -6.449 -9.458 3.832
H47 -7.027 -11.125 3.560
H48 -5.803 -10.592 2.509
H49 -7.120 -11.538 8.224
H50 -7.692 -10.126 7.243
H51 -5.997 -10.305 7.811
O21 1.385 -14.383 8.152
C19 1.227 -14.700 6.974
O22 1.445 -13.964 5.832
C20 1.846 -12.584 5.943
C21 2.410 -12.038 4.606
C22 0.815 -16.086 6.670
H52 2.653 -12.560 6.676
H53 0.987 -11.952 6.169
H54 2.672 -10.981 4.644
H55 1.807 -12.267 3.727
H56 3.342 -12.485 4.259
H57 -0.235 -16.177 6.391
H58 0.976 -16.667 7.579
H59 1.416 -16.572 5.901

Atomic forces in eV per Å
C -0.1208 -0.3507 0.0487
Cl -0.2948 0.3391 -0.4661
Cl 0.1215 -0.6184 -0.4749
H 0.2694 0.3830 0.4109
H -0.0778 0.2997 0.4385
C -0.3445 0.6467 -0.1362
Cl -0.3700 0.0690 -0.1003
Cl -0.1139 -0.1982 -0.1354
H 0.4575 -0.2580 0.1128
H 0.3871 -0.3456 0.2397
C 0.1679 0.6109 -0.8409
Cl -0.7984 -0.3547 0.3978
Cl 0.4109 -0.0248 0.0848
H 0.1125 0.0130 0.1530
H 0.0334 -0.1862 0.0545
C -0.1716 0.0181 0.8323
O -0.9375 1.3038 -0.6147
P 0.5409 -0.8272 -0.3402
O 0.2975 -1.0287 -0.9358
O 0.3952 -0.8316 0.8034
C -0.7145 -0.0498 0.6121
O 0.3604 2.6558 1.5452
C -0.6113 -1.4181 -1.4235
H 0.2654 0.2180 -0.7409
H -0.1477 0.2731 -0.1584
H -0.0283 0.1034 -0.0893
H 0.2519 -0.0782 0.1895
H -0.1507 0.0977 -0.0887
H 0.5200 -0.3499 0.1807
H -0.0692 -0.1400 -0.5042
H 0.3928 0.6181 0.9176
H -0.2617 -0.4628 -0.1214
C 0.3836 -0.6506 -0.2157
O 0.3347 0.8479 -0.6295
P -0.2937 -0.8096 -0.4629
O 0.4490 -0.6921 -0.5508
O 0.0499 1.9916 0.7942
C -0.5390 0.4435 -0.5471
O 0.0078 -0.5999 0.9654
C 1.1341 0.5453 -0.1140
H 0.3809 -0.1111 -0.4394
H -0.3440 0.0473 0.7851
H -0.5037 0.1966 -0.5263
H 0.0142 0.0702 -0.0645
H 0.3414 -0.1123 0.3071
H 0.0881 -0.1540 0.2312
H -0.8728 -0.0727 0.3017
H -0.3574 -0.7450 0.0583
H -0.1177 -0.2521 0.2561
C -1.2558 -2.3737 1.2734
O 2.1284 1.9717 0.8620
P 0.3071 0.3622 -0.1052
O -1.9620 0.5341 -0.0242
O 1.3660 0.2839 -1.9400
C -1.5350 -0.2951 1.1796
O 0.3200 -2.1238 -0.2646
C -0.0674 1.2199 0.1580
H 0.4488 0.9245 -0.3576
H -0.3852 -0.1516 0.1517
H 0.6966 0.8007 -0.4346
H 0.6456 -0.1416 -0.4516
H 0.0949 -0.0692 0.0991
H -0.4001 0.2959 0.2078
H -0.3484 -0.4176 -0.0760
H -0.1433 -0.5123 0.3931
H 0.0753 -0.3470 -0.6486
C -1.6809 -1.4456 0.3487
O 2.2348 0.2416 -0.0797
P 1.6077 1.4542 -0.0036
O -0.5048 -0.5009 -0.6975
O -1.3385 -1.7841 0.7944
C -0.1027 0.3654 -0.4064
O -1.3598 0.9091 0.3522
C 1.3857 -0.3005 0.6812
H 0.2755 -0.0186 -0.3306
H 0.2274 0.4217 -0.0405
H 0.5319 0.4310 0.1511
H 0.1640 -0.0926 -0.4345
H -0.1716 0.0572 0.1184
H 0.0550 0.0821 0.2208
H -0.3419 -0.0928 -0.3974
H -0.6131 0.4433 0.1226
H -0.3761 -0.0873 -0.4135
C 0.6165 -0.4840 0.2646
O 0.1302 0.9691 1.2591
P 0.1871 -0.0046 -0.0183
O -1.9252 0.1904 -1.6831
O 0.4505 -1.6187 1.9097
C -0.2847 -0.4379 -0.4511
O 1.5325 -0.9582 -0.9137
C -0.0526 0.3388 0.5691
H -0.6242 0.5109 -0.6229
H 0.2285 0.5145 -0.1166
H 0.0423 0.1705 -0.0464
H -0.0243 0.0165 -0.4721
H -0.0070 -0.0815 0.5515
H 0.0399 0.7166 -0.0490
H -0.3483 -0.0981 -0.1480
H 0.0170 0.0244 0.4727
H 0.1589 0.1450 -0.4204
O 0.0871 0.9009 -2.3664
C 0.4651 0.2415 1.2639
O -0.2707 0.0012 0.7525
C 0.8264 0.1558 -0.8815
C 0.4429 -1.0098 -0.4814
C 0.0037 -1.1688 -0.1100
H -0.3829 0.4182 0.3493
H 0.0327 -0.2217 0.5816
H -0.5713 0.1064 0.2595
H -0.7257 0.4016 0.2967
H 0.3325 -0.4560 0.6954
H -0.0055 0.2098 -0.1357
H -0.2403 0.0980 -0.0472
H -0.0361 0.2951 -0.2695

**HOMO (spin up / spin down)**: 0.33 / -8.42 eV
**Spin multiplicity**: 2
**Net charge**: -1

=====

3.
An isolated molecule of C4H5ClN2, computed with ωB97M-V/def2-TZVPD.

Positions of all 12 atoms, in Å:
C1 1.585 -0.459 0.035
C2 0.399 -0.471 0.721
C3 1.306 0.278 -1.201
C4 -0.649 0.214 -0.072
N1 2.545 0.794 -3.882
N2 -0.019 0.490 -1.374
Cl1 2.580 0.219 -2.481
H1 2.570 -0.789 0.296
H2 0.324 -0.814 1.757
H3 -1.716 -0.339 -0.045
H4 -0.828 1.179 0.472
H5 -0.651 0.983 -1.990

Atomic forces in eV per Å
C -1.7233 1.4998 -1.2736
C 1.6242 -0.8072 0.1934
C 1.3384 -0.5414 -0.6688
C -2.2361 -0.0810 1.2229
N -0.7062 0.4313 -0.5400
N -1.9078 -0.7649 1.6373
Cl 0.3931 -0.6157 1.3411
H 0.1321 -0.1500 0.2368
H -0.3552 0.1190 -0.5361
H 2.3460 1.0432 -0.5908
H -0.2177 -0.3353 -0.4874
H 1.3125 0.2022 -0.5349

**HOMO (spin up / spin down)**: -8.42 / -6.58 eV
**Relative energy (zero: lowest compared OMol25 entry of this formula, charge and spin)**: 180.73 kcal/mol

=====

no.,M (g mol⁻¹),calculated total energy (hartree)
1,138.3,-1030.0068
2,1043.3,-6997.2235
3,116.6,-724.8476